C56H61CdN12O2SSb as an isolated structure. Source: the OMol25 dataset; level of theory: ωB97M-V with the def2-TZVPD basis set.

Results
Kohn-Sham gap (spin up / spin down): 0.21569 / 0.24344 Eh
energy relative to the best compared isomer or geometry (same formula, charge and spin): 227.5 kJ/mol
LUMO level (spin up / spin down): -0.18 / 0.11 eV
spin multiplicity: 1
strongest force on any atom: 0.3 eV/A
HOMO level (spin up / spin down): -6.05 / -6.52 eV

Cartesian coordinates (Å):
1 C 0.15 1.37 4.02
2 H 3.69 -0.67 -1.90
3 C -3.25 5.66 -1.14
4 H 1.19 -2.76 2.88
5 C 1.60 -3.69 -0.38
6 H 0.25 2.36 4.46
7 C 5.10 -2.95 -0.85
8 C -1.33 0.07 -6.56
9 H -4.21 -3.09 1.77
10 H -4.40 1.25 -3.94
11 N 1.29 4.11 -2.34
12 H -0.72 -0.25 -4.54
13 H 0.72 4.90 -2.09
14 C 1.46 -0.53 3.10
15 C -3.64 -3.35 0.87
16 H 3.90 -2.56 3.80
17 C -0.76 -0.67 1.79
18 H -1.23 4.76 -4.30
19 C -1.64 -3.64 2.26
20 H -1.18 -0.72 -1.85
21 C -2.29 2.52 -5.68
22 C -2.93 6.65 -2.06
23 C 4.01 -3.18 2.90
24 S 2.61 1.94 -1.58
25 C 0.90 4.47 2.85
26 C -1.23 0.42 -5.22
27 H 4.38 0.35 -0.62
28 C 1.68 -3.29 -3.14
29 H -0.22 -2.73 5.05
30 H -0.95 -2.07 -2.95
31 H 4.83 0.23 2.77
32 H -0.95 -0.88 -6.90
33 H 2.72 -6.21 -0.15
34 H -3.06 -4.07 -1.86
35 C 1.52 -2.19 -2.21
36 H 4.52 1.12 5.07
37 C 3.85 0.16 3.22
38 C 1.81 -6.10 -0.74
39 C -0.09 3.79 2.15
40 H 2.31 1.26 6.07
41 C -1.82 4.99 -3.42
42 H -1.95 7.07 -3.93
43 N 4.65 -1.68 -0.29
44 C 2.45 0.80 5.10
45 C -1.71 1.65 -4.76
46 C 0.29 -1.88 4.63
47 N 1.72 -4.76 -1.29
48 H -4.73 -0.11 0.80
49 H 0.34 -0.47 6.29
50 H -2.69 3.47 -5.35
51 H 2.09 4.27 -2.92
52 H -1.99 0.69 -8.51
53 C 0.15 2.40 1.67
54 H 5.45 -0.47 -1.77
55 C 0.17 1.35 2.55
56 H 1.71 -3.10 -4.21
57 C 6.15 -2.42 2.03
58 C -4.47 0.96 -2.90
59 H -2.63 0.83 -0.06
60 H 5.99 -3.34 -0.36
61 H -3.23 7.67 -1.90
62 H -2.58 -1.44 -2.66
63 H -3.82 -4.41 0.67
64 H 1.82 -6.81 -1.56
65 C -5.74 0.01 -1.09
66 H -6.67 -0.42 -0.72
67 H -1.35 -4.20 -2.31
68 Sb -1.49 1.96 -2.66
69 H -6.49 0.27 -3.08
70 N 1.53 -2.44 -0.89
71 Cd 1.34 0.00 -0.33
72 C -1.56 -2.24 0.21
73 C 4.10 -1.65 0.95
74 C -1.31 4.42 1.90
75 H 5.33 -2.79 -1.90
76 H -1.37 1.00 5.57
77 N -0.77 -1.24 0.54
78 C -5.65 0.40 -2.42
79 N 0.51 3.21 -0.41
80 H -3.12 3.60 -0.63
81 N -2.24 -3.06 1.08
82 H -2.83 -0.89 2.13
83 C 1.39 3.13 -1.39
84 C -0.94 0.47 4.72
85 C 2.87 -0.43 2.53
86 N 3.07 -0.89 1.22
87 C -1.91 0.95 -7.46
88 N 0.47 0.03 2.10
89 H 3.05 -3.50 2.54
90 C -0.54 6.39 3.04
91 C -3.48 0.73 -0.73
92 C -2.21 6.31 -3.20
93 H -2.07 3.89 1.34
94 C 1.24 0.32 4.40
95 N 0.46 2.14 0.39
96 H 6.37 -1.95 3.00
97 C -1.53 5.71 2.34
98 O 1.36 -1.00 -2.58
99 H -1.86 -4.61 -0.66
100 C -1.91 -0.54 2.60
101 H 1.46 6.29 3.83
102 C -4.66 0.18 -0.24
103 H -2.84 2.87 -7.72
104 H -2.47 6.20 2.14
105 N 4.72 -2.52 1.83
106 C -2.04 -3.94 -1.50
107 H 6.62 -3.41 2.01
108 C -2.86 4.35 -1.36
109 H 0.97 -6.29 -0.09
110 H -1.96 -3.13 3.18
111 H 4.31 -3.71 -0.79
112 C 4.52 -0.56 -1.20
113 C -1.61 -1.65 -2.20
114 H 4.58 -4.08 3.18
115 H -3.80 5.92 -0.24
116 C -3.37 1.13 -2.06
117 C 3.66 0.73 4.55
118 C 0.68 5.76 3.29
119 H 6.60 -1.80 1.25
120 C -2.15 3.99 -2.50
121 C 0.21 -0.50 5.20
122 H -3.04 -0.02 4.28
123 N -1.77 -2.57 -1.10
124 H 1.88 -5.41 -3.25
125 C 1.77 -4.53 -2.63
126 H -4.03 -2.76 0.04
127 O 1.56 -3.96 0.82
128 C -2.39 2.18 -7.02
129 C 1.02 -1.91 3.52
130 C -2.04 -0.05 3.87
131 H -1.93 -4.69 2.32
132 H -0.71 7.40 3.38
133 H 1.85 3.98 3.03
134 H -0.57 -3.59 2.17


C56H63BF15N11PSbSc as an isolated structure. Source: the OMol25 dataset; level of theory: ωB97M-V with the def2-TZVPD basis set.

Results
Kohn-Sham gap (spin up / spin down): 0.26337 / 0.12148 Eh
energy relative to the best compared isomer or geometry (same formula, charge and spin): 181.9 kJ/mol
LUMO level (spin up / spin down): -5.98 / -9.84 eV
spin multiplicity: 2
strongest force on any atom: 2.3 eV/A
HOMO level (spin up / spin down): -13.14 / -13.14 eV
⟨S²⟩: 0.77
charge: +2

Cartesian coordinates (Å):
1 Sc -0.10 -0.17 -0.08
2 N -3.01 0.10 -0.09
3 C 1.12 -1.81 3.64
4 C -0.44 5.37 -1.12
5 H -1.66 -0.78 -5.38
6 F -1.25 -5.74 -6.59
7 C -1.39 -1.66 3.89
8 F 4.43 3.72 -6.03
9 H -0.81 6.17 -0.49
10 H 0.29 -3.80 4.01
11 H 3.14 3.18 -3.57
12 H 1.94 4.09 -1.70
13 H -5.67 0.18 0.88
14 C 4.58 7.06 -0.78
15 C 4.11 0.48 -0.36
16 H -6.23 -0.78 -0.50
17 N 4.71 5.80 2.70
18 Sb -0.94 -3.56 -0.15
19 F 6.81 -5.90 -1.06
20 N 4.84 4.56 2.93
21 C -0.24 -1.30 3.18
22 H -1.44 -2.28 4.76
23 C 0.32 4.31 -0.31
24 C 3.81 -3.61 -2.70
25 C -2.16 -0.93 -4.42
26 H -4.60 2.98 2.10
27 H -3.99 -1.68 4.56
28 C 0.17 -4.45 -4.63
29 F -1.63 -3.85 -7.57
30 H 1.32 -0.79 -5.33
31 C 4.98 2.47 1.71
32 H -4.44 -1.70 2.86
33 H 0.54 -1.88 5.76
34 H 3.65 -3.61 -3.76
35 H -0.20 1.09 -4.36
36 C 4.81 4.63 -0.69
37 C 2.33 -1.27 2.88
38 C -0.69 -4.61 -7.01
39 F 0.23 -4.90 -7.94
40 C -3.68 3.26 2.62
41 H -0.17 -5.46 -4.45
42 F -2.38 -2.53 0.46
43 H -4.37 -0.17 3.73
44 C 0.42 -2.54 -6.13
45 H -3.91 1.16 -4.48
46 C 3.38 2.14 -3.78
47 N -0.60 -0.48 2.15
48 H -3.20 -1.20 -4.62
49 C -4.19 -0.25 -0.62
50 C 3.97 -0.52 -4.32
51 H -1.29 4.93 -1.65
52 H 2.16 -1.30 1.81
53 C -0.66 0.82 -3.40
54 H 5.44 2.11 2.64
55 H 3.61 -0.26 -0.97
56 C 4.57 7.18 0.59
57 C 1.28 -1.40 5.12
58 H -5.22 -1.52 0.74
59 H -3.77 4.29 2.95
60 H 0.49 1.65 2.26
61 N -2.04 1.97 1.23
62 H 4.90 3.67 -1.18
63 H 0.23 5.82 -1.86
64 C 3.14 -2.71 -1.86
65 C 4.68 6.00 1.33
66 H 0.25 -2.12 -7.12
67 H 0.53 3.11 -2.10
68 N 4.92 3.89 1.74
69 H -0.62 1.69 -2.74
70 H 2.70 2.91 3.24
71 C 5.21 2.94 -5.26
72 C -5.40 -0.61 0.18
73 P 1.99 -1.48 -2.56
74 H 1.20 -3.67 2.51
75 C 4.70 5.80 -1.41
76 C 4.22 -3.68 0.06
77 H 2.81 -2.09 0.17
78 H -2.43 1.70 -5.25
79 H -2.91 2.37 -3.69
80 H 2.27 -1.70 5.47
81 H 4.71 5.76 -2.49
82 H 3.19 -1.89 3.12
83 C 0.79 -3.73 -3.64
84 C 4.41 1.81 -4.65
85 C 1.23 -2.39 -3.87
86 H 4.93 -0.02 0.15
87 H 1.19 -0.32 5.24
88 H -3.82 0.80 1.86
89 H 0.69 5.65 1.37
90 C -2.10 0.36 -3.58
91 C -0.02 -3.86 -5.87
92 F 0.39 -2.13 0.45
93 H 0.96 -4.19 -2.67
94 H 4.53 1.23 -1.03
95 C 2.66 1.13 -3.17
96 N -1.97 -0.34 2.24
97 H 1.61 2.63 -0.77
98 C 1.26 5.04 0.66
99 H 2.05 -3.71 4.06
100 H 1.87 1.39 -2.47
101 C 1.14 3.47 -1.27
102 H 5.57 2.15 0.86
103 C 3.34 -2.76 -0.49
104 H 1.88 4.35 1.23
105 C 1.49 1.63 1.89
106 H 4.51 7.95 -1.39
107 C -4.04 -0.24 -2.00
108 H -0.06 0.01 -2.97
109 F -0.94 -4.36 1.52
110 H 1.92 5.70 0.09
111 C -3.90 -1.15 3.62
112 F 5.22 -6.64 0.21
113 C 4.82 4.77 0.70
114 C -2.49 3.13 1.73
115 C 2.95 -0.20 -3.43
116 C 3.18 1.08 0.63
117 C -1.67 4.12 1.26
118 H 4.37 -3.72 1.13
119 H -1.70 -1.77 -3.89
120 H 4.22 -1.55 -4.54
121 H 5.51 0.25 -5.61
122 C -2.45 -1.04 3.27
123 B -2.76 0.63 1.35
124 H 5.24 -5.20 -2.79
125 H -3.59 2.62 3.50
126 C -2.72 0.11 -2.24
127 C 5.88 -5.54 -0.18
128 H -1.77 5.18 1.44
129 H -4.81 -0.44 -2.72
130 N 1.86 0.89 0.76
131 N -0.92 2.16 0.46
132 F 6.49 -5.03 0.89
133 N 3.63 1.91 1.58
134 C 4.71 -4.51 -2.15
135 C 1.16 -3.34 3.54
136 F 6.22 2.50 -6.00
137 F 5.72 3.73 -4.28
138 C -2.89 1.46 -4.29
139 H 2.56 -0.25 3.17
140 C 4.91 -4.54 -0.78
141 F 0.63 -4.45 -0.64
142 C 1.01 -1.81 -5.14
143 C 4.71 0.49 -4.93
144 F -1.98 -4.60 -1.27
145 C 2.57 2.26 2.39
146 N -2.08 0.28 -1.07
147 H 4.49 8.14 1.08
148 F -0.85 -2.18 -1.52
149 C -0.71 3.50 0.46